No. 1
Here is the molecule C4H3NO3S from OMol25. Energies are from ωB97M-V/def2-TZVPD.

Values from the calculation:
HOMO level = -9.0 eV
Calculated total energy = -832.64737 Eh
Multiplicity = 1
Maximum force = 2.49 eV/A
Relative energy (zero: lowest compared OMol25 entry of this formula, charge and spin) = 6.105 eV
LUMO energy = 0.074 eV

XYZ file:
```
12
Properties=species:S:1:pos:R:3:forces:R:3
C -0.596086 1.355214 -0.553500 -1.606 1.176 -0.182
C -1.762196 -0.793762 0.769647 -0.335 0.747 -1.439
C 0.563452 0.789711 -0.650653 1.037 -0.604 0.129
C -1.164765 -1.799604 0.202061 -0.226 1.015 0.186
N 1.401923 -0.018434 -0.118552 0.272 -1.328 -0.200
O 1.685083 -0.109569 1.068985 0.532 -0.205 0.174
O 2.130186 -0.865641 -1.078471 -0.064 0.165 -0.656
O -0.547310 -2.616650 -0.285962 0.928 -1.801 -0.953
S -2.170306 0.658299 -0.136261 0.261 -0.571 0.212
H -0.869689 2.405536 -0.790458 0.954 -0.586 -0.170
H -1.936083 -0.888403 1.782128 -0.378 0.127 1.994
H 2.630169 -1.686605 -0.763032 -1.374 1.865 0.903
```
Positions in Å, forces in eV/Å.

No. 2
Here is the molecule C4H3NO4 from OMol25. Energies are from ωB97M-V/def2-TZVPD.

Values from the calculation:
HOMO level (spin up / spin down) = -9.4 / -9.4 eV
Calculated total energy = -509.68274 Eh
Multiplicity = 1
Maximum force = 6.36 eV/A
Relative energy (zero: lowest compared OMol25 entry of this formula, charge and spin) = 6.702 eV
LUMO energy (spin up / spin down) = -0.812 / -0.811 eV

XYZ file:
```
12
Properties=species:S:1:pos:R:3:forces:R:3
C 0.322644 0.585413 -0.511282 -2.380 -2.084 -0.276
C -0.431267 -0.531439 -0.638650 1.132 3.826 4.953
C -0.341478 -0.608255 1.812318 -1.754 -2.440 -2.346
C 0.712429 1.253778 0.768096 1.304 0.279 -0.932
N -0.825296 -1.184579 -1.787699 1.399 -1.492 0.899
O -1.875817 -0.941576 -2.328178 0.037 -0.108 -0.596
O -0.844534 -1.489512 2.378021 0.610 0.953 -0.145
O -0.015815 -2.104388 -2.002547 -1.000 0.123 -1.278
O 0.293738 0.438470 1.866515 0.852 0.804 1.607
H 0.753115 0.973769 -1.363561 0.947 1.319 -1.759
H 1.823189 1.324358 0.733915 -0.530 -0.477 0.649
H 0.429090 2.283960 1.073053 -0.618 -0.703 -0.774
```
Positions in Å, forces in eV/Å.

No. 3
Here is a cluster of 2 separate species, C4H3NOS in total from OMol25. Energies are from ωB97M-V/def2-TZVPD.

Values from the calculation:
HOMO level = -8.6 eV
Calculated total energy = -682.23165 Eh
Multiplicity = 1
Maximum force = 3.52 eV/A
Relative energy (zero: lowest compared OMol25 entry of this formula, charge and spin) = 3.784 eV
LUMO energy = 0.576 eV

XYZ file:
```
10
Properties=species:S:1:pos:R:3:forces:R:3
C 1.183785 1.496184 -1.814516 -0.562 0.465 -2.140
C 1.473132 2.176610 -3.049618 -1.486 -2.002 2.481
C -0.572859 -0.870884 1.265542 -0.629 1.328 -2.879
C -0.846265 -0.452023 0.172365 -0.909 -1.307 -1.329
N 0.239236 1.472262 -2.713475 1.206 0.758 -0.086
O 1.446992 0.987185 -0.670704 0.915 0.049 1.070
S 2.347687 2.915865 -4.130998 0.251 0.490 -0.587
H 0.759199 0.458396 -0.184804 -0.013 0.392 -0.710
H -0.261850 -1.189603 2.161313 0.858 -0.846 2.869
H -1.182793 -0.521992 -0.883618 0.369 0.673 1.309
```
Positions in Å, forces in eV/Å.

No. 4
Here is the molecule C4H3NOS2 from OMol25. Energies are from ωB97M-V/def2-TZVPD.

Values from the calculation:
HOMO level = -8.5 eV
Calculated total energy = -1080.47331 Eh
Multiplicity = 1
Maximum force = 4.49 eV/A
Relative energy (zero: lowest compared OMol25 entry of this formula, charge and spin) = 3.155 eV
LUMO energy = -1.870 eV

XYZ file:
```
11
Properties=species:S:1:pos:R:3:forces:R:3
C -0.923730 1.122118 -0.609735 -0.077 -1.010 1.163
C -0.193269 0.172967 0.068702 -2.153 -0.016 -0.248
C 1.420167 -1.284636 0.681037 3.657 2.362 1.079
C 1.192537 0.010470 0.071118 3.213 1.349 -2.727
H -3.029425 0.083006 -0.403624 0.005 -0.626 0.318
H -0.440064 2.044338 -0.895171 0.458 -0.213 -0.310
H 2.530073 -1.440448 1.019058 -2.491 -0.811 -0.770
N 0.363209 -1.763822 1.136884 -2.427 -1.403 0.622
O -0.750360 -0.969249 0.717924 1.317 0.741 -0.582
S -2.603523 1.173941 -1.009555 0.410 0.517 -0.048
S 2.434385 0.851314 -0.776638 -1.913 -0.890 1.504
```
Positions in Å, forces in eV/Å.

No. 5
Here is the molecule C4H3NS3 from OMol25. Energies are from ωB97M-V/def2-TZVPD.

Values from the calculation:
HOMO level = -9.2 eV
Calculated total energy = -1403.51253 Eh
Multiplicity = 1
Maximum force = 1.83 eV/A
Relative energy (zero: lowest compared OMol25 entry of this formula, charge and spin) = 0.000 eV
LUMO energy = -0.749 eV

XYZ file:
```
11
Properties=species:S:1:pos:R:3:forces:R:3
C -0.783157 -0.020784 0.905152 -0.210 -0.026 0.232
C 0.680307 -0.188233 1.254761 -0.073 -0.098 -0.480
C 0.601795 -0.292818 -1.362164 0.087 0.484 0.260
C 1.227945 0.983336 -1.740512 0.679 1.362 -0.431
H 1.124167 0.799209 1.363249 0.084 0.116 0.000
H 0.789221 -0.734605 2.177445 -0.043 -0.063 0.325
H 0.564831 -0.940599 -2.219262 0.059 -0.297 -0.391
N 1.728497 1.990464 -2.036655 -0.794 -1.570 0.491
S -1.953019 0.182512 2.008949 0.182 -0.020 -0.214
S 1.514142 -1.137640 -0.042476 -0.173 0.120 -0.019
S -1.119812 -0.041513 -0.804489 0.200 -0.007 0.226
```
Positions in Å, forces in eV/Å.

No. 6
Here is a structure of composition C4H3NaO2 from OMol25. Energies are from ωB97M-V/def2-TZVPD.

Values from the calculation:
HOMO level (spin up / spin down) = -1.6 / -1.6 eV
Calculated total energy = -466.89035 Eh
Multiplicity = 2
Maximum force = 1.60 eV/A
Relative energy (zero: lowest compared OMol25 entry of this formula, charge and spin) = 0.904 eV
LUMO energy (spin up / spin down) = 2.180 / 2.183 eV
Net charge = -1

XYZ file:
```
10
Properties=species:S:1:pos:R:3:forces:R:3
O 1.643238 0.451440 2.085650 -1.012 -0.901 0.206
C 0.749861 -0.338544 2.014584 0.738 0.421 0.886
C -0.285775 -0.560377 0.941153 0.884 0.701 -0.552
C 0.278757 0.178456 -0.267177 -0.974 0.102 -1.269
C -0.516467 0.137992 -1.380694 0.418 0.232 0.294
H -1.258116 -0.170427 1.323682 0.455 -0.220 0.030
H -0.376756 -1.646792 0.778707 -0.107 0.104 0.288
H -1.462588 -0.473610 -1.337515 0.135 0.133 -0.066
Na 1.544445 1.668189 -1.626388 -0.656 -0.566 0.240
O -0.316598 0.753674 -2.532001 0.119 -0.005 -0.058
```
Positions in Å, forces in eV/Å.

No. 7
Here is a structure of composition C4H3NiO from OMol25. Energies are from ωB97M-V/def2-TZVPD.

Values from the calculation:
HOMO level (spin up / spin down) = -14.2 / -14.0 eV
Calculated total energy = -1737.17854 Eh
Multiplicity = 3
Maximum force = 4.32 eV/A
Relative energy (zero: lowest compared OMol25 entry of this formula, charge and spin) = 2.251 eV
LUMO energy (spin up / spin down) = -5.332 / -7.547 eV
Net charge = +1

XYZ file:
```
9
Properties=species:S:1:pos:R:3:forces:R:3
C -2.594758 0.036398 -0.134548 -0.847 0.065 0.382
C -1.296540 -0.208784 -0.070805 2.758 -0.668 0.454
C -0.073055 -0.592859 0.069178 -4.054 1.480 -0.171
C 1.215275 -0.820034 0.350263 2.493 -0.548 -0.834
H -3.306676 -0.791720 -0.147319 0.179 0.189 -0.317
H -2.990070 1.048185 -0.032746 0.094 -0.281 -0.106
H 2.385717 -0.713595 -0.443661 -0.654 0.657 1.294
O 1.995317 0.296062 0.214604 0.521 -1.165 -0.516
Ni 0.584802 1.611138 0.305544 -0.490 0.270 -0.184
```
Positions in Å, forces in eV/Å.

No. 8
Here is a structure of composition C4H3O2 from OMol25. Energies are from ωB97M-V/def2-TZVPD.

Values from the calculation:
HOMO level = -2.5 eV
Calculated total energy = -304.60415 Eh
Multiplicity = 1
Maximum force = 3.59 eV/A
Relative energy (zero: lowest compared OMol25 entry of this formula, charge and spin) = 2.135 eV
LUMO energy = 4.313 eV
Net charge = -1

XYZ file:
```
9
Properties=species:S:1:pos:R:3:forces:R:3
C 1.074828 0.704907 0.455157 -0.546 -2.515 -2.497
C 1.291183 0.121044 -0.699138 -0.801 0.392 0.905
C -1.783528 0.029462 -0.007385 1.851 -2.121 0.147
C 0.176373 -0.456282 0.017649 -3.249 -0.008 0.807
O -2.536569 -0.951751 -0.180114 0.970 1.324 0.027
O -1.885287 1.198116 0.308027 -0.192 0.235 -0.256
H 1.503453 1.154003 1.259969 1.056 1.496 1.844
H 1.816215 -0.282734 -1.509249 1.118 0.456 -1.113
H 0.343329 -1.516762 0.355088 -0.205 0.741 0.136
```
Positions in Å, forces in eV/Å.

No. 9
Here is a structure of composition C4H3O2Yb from OMol25. Energies are from ωB97M-V/def2-TZVPD.

Values from the calculation:
HOMO level = -11.1 eV
Calculated total energy = -1462.96200 Eh
Multiplicity = 1
Maximum force = 3.33 eV/A
Relative energy (zero: lowest compared OMol25 entry of this formula, charge and spin) = 0.000 eV
LUMO energy = -5.904 eV
Net charge = +1

XYZ file:
```
10
Properties=species:S:1:pos:R:3:forces:R:3
O -2.160523 -0.323884 -0.259618 -1.000 -0.303 -0.288
C -1.411841 0.408528 0.324001 1.389 0.905 0.491
C -0.406981 1.062810 0.822952 -0.920 -0.353 0.106
C 0.832189 0.962330 -0.010062 0.657 -0.371 0.029
C 1.429306 -0.165418 -0.454832 0.723 2.735 -0.319
H -0.477147 1.623924 1.755942 0.048 -0.130 -0.308
H 1.459882 -1.763261 -0.961070 -2.009 0.565 1.755
H 1.370867 1.902657 -0.152828 -0.180 -0.351 0.084
Yb -1.298523 -2.321973 -0.688311 0.130 -0.025 0.061
O 0.662770 -1.385713 -0.376173 1.163 -2.671 -1.610
```
Positions in Å, forces in eV/Å.

No. 10
Here is the ion C4H3O3 with charge -1 from OMol25. Energies are from ωB97M-V/def2-TZVPD.

Values from the calculation:
HOMO level = -2.9 eV
Calculated total energy = -379.90343 Eh
Multiplicity = 1
Maximum force = 3.94 eV/A
Relative energy (zero: lowest compared OMol25 entry of this formula, charge and spin) = 1.435 eV
LUMO energy = 4.200 eV
Net charge = -1

XYZ file:
```
10
Properties=species:S:1:pos:R:3:forces:R:3
C -0.877823 -0.252256 -0.213366 1.152 0.515 -1.034
C -2.086205 0.267979 -0.130508 -0.460 1.425 1.284
C 0.340148 -0.883051 -0.089732 -1.009 2.225 0.991
C 1.463514 0.139161 0.067751 1.347 -2.604 -0.365
O 0.406021 -2.065669 0.110511 1.366 -3.698 -0.020
O -3.263939 0.369255 0.053836 -0.648 -0.370 -0.449
O -1.059833 1.277240 -0.081343 -0.644 -0.133 -0.476
H 2.478802 -0.335973 0.246647 -1.312 0.498 -0.112
H 1.135226 0.760483 0.839027 -0.108 1.132 1.484
H 1.464087 0.722834 -0.802823 0.315 1.010 -1.302
```
Positions in Å, forces in eV/Å.

No. 11
Here is the ion C4H3O3S with charge -1 from OMol25. Energies are from ωB97M-V/def2-TZVPD.

Values from the calculation:
HOMO level = -3.7 eV
Calculated total energy = -778.15177 Eh
Multiplicity = 1
Maximum force = 2.57 eV/A
Relative energy (zero: lowest compared OMol25 entry of this formula, charge and spin) = 0.959 eV
LUMO energy = 3.299 eV
Net charge = -1

XYZ file:
```
11
Properties=species:S:1:pos:R:3:forces:R:3
C -0.943062 0.152692 0.055491 -1.046 0.032 0.359
C -0.049899 -0.910626 0.264619 2.084 0.530 -0.767
C 0.031277 1.179479 0.268863 1.039 0.274 -0.198
C 1.164756 0.068666 0.412342 -2.019 1.366 -0.825
O 0.021713 -2.121922 0.185915 -0.823 -1.135 0.118
O 0.143922 2.410433 0.239707 -0.570 -0.964 0.119
O 2.134508 0.173732 -0.619220 -0.818 -0.921 -0.824
S -2.719743 0.197173 -0.122864 -0.406 -1.189 -0.467
H 1.669359 0.020447 1.331722 0.760 -0.002 1.351
H 1.605097 -0.055405 -1.417777 0.813 0.331 0.521
H -3.057925 -1.114674 -0.598794 0.986 1.676 0.614
```
Positions in Å, forces in eV/Å.

No. 12
Here is a structure of composition C4H3O4Yb from OMol25. Energies are from ωB97M-V/def2-TZVPD.

Values from the calculation:
HOMO level (spin up / spin down) = -16.3 / -16.3 eV
Calculated total energy = -1613.00496 Eh
Multiplicity = 2
Maximum force = 5.11 eV/A
Relative energy (zero: lowest compared OMol25 entry of this formula, charge and spin) = 1.667 eV
LUMO energy (spin up / spin down) = -8.862 / -10.046 eV
Net charge = +2

XYZ file:
```
12
Properties=species:S:1:pos:R:3:forces:R:3
C -0.220435 0.420120 -0.936334 0.775 -0.150 2.123
C -0.466782 -0.087192 0.249434 0.933 -1.007 1.646
H -1.311563 -0.747026 0.468894 -0.196 0.504 -0.145
O -0.194818 1.306486 -2.899788 -1.997 0.877 2.201
C 0.572549 0.689356 -2.045426 -2.085 -4.002 -2.396
O 1.422204 -0.197838 -2.564517 0.253 2.398 0.280
H -1.141884 1.255522 -2.102606 2.768 1.176 -2.916
O 0.405486 0.044467 1.308375 0.176 1.066 -2.561
C -0.010838 -0.387125 2.499370 -1.198 -0.793 3.270
O 0.713787 -0.059017 3.470057 -1.014 -0.662 -0.618
Yb -1.013191 -1.149012 4.790453 1.171 0.730 -1.389
H 1.245481 -1.088743 -2.237909 0.414 -0.137 0.505
```
Positions in Å, forces in eV/Å.